Record 1
The following is a quantum chemistry calculation of a 3-piece molecular cluster, C25H28NO13P overall in a non-equilibrium geometry, from the Open Molecules 2025 dataset.

Computed properties:
HOMO energy in eV: -9.25
SMILES: CCCCN(Cc1ccccc1C)C(=O)OP(=O)(O)O.O=C1C=C(O)C(=O)C=C1O.O=C1C=C(O)C(=O)C=C1O
Maximum force in eV/A: 2.167
Electronic energy in Ha: -2343.8149
HOMO-LUMO gap in hartree: 0.2816
LUMO level in eV: -1.583

Element x y z (Å)
C  3.16295  -2.64525  -1.44666
C  1.81349  -2.34942  -0.79617
C  0.86375  -1.56015  -1.70654
C  1.33802  -0.11401  -1.88843
N  0.64760  0.78762  -0.97501
C  1.19550  2.18388  -1.03661
C  2.60954  2.20914  -0.50276
C  2.76271  1.98093  0.85496
C  4.02742  1.96033  1.40394
C  5.11039  2.17530  0.58324
C  4.96204  2.40370  -0.76293
C  3.69880  2.42273  -1.33894
C  3.58028  2.64361  -2.81921
C  -0.69296  0.88226  -1.31160
O  -1.19570  0.56472  -2.35484
O  -1.46866  1.39342  -0.28176
P  -2.91143  0.69628  -0.11049
O  -3.52643  1.20172  1.10788
O  -2.65230  -0.87018  -0.03635
O  -3.83288  0.96085  -1.35578
H  3.77107  -1.74070  -1.47042
H  3.72095  -3.35679  -0.84623
H  3.06071  -2.97667  -2.47683
H  1.33800  -3.29811  -0.55106
H  1.96263  -1.76909  0.11378
H  0.82122  -2.06038  -2.67243
H  -0.12382  -1.59784  -1.25139
H  1.23890  0.18773  -2.93275
H  2.40243  -0.10345  -1.67909
H  1.10766  2.56792  -2.04961
H  0.59173  2.77707  -0.35728
H  1.87088  1.79642  1.43028
H  4.14018  1.75713  2.45731
H  6.10689  2.14163  1.00005
H  5.82960  2.54400  -1.38974
H  4.47672  2.29535  -3.32060
H  3.37766  3.68171  -3.07192
H  2.76736  2.05759  -3.23686
H  -2.70431  -1.06365  0.91115
H  -3.73288  0.26175  -2.01882
C  -3.54554  -4.08007  -1.17441
C  -3.14797  -5.06320  -0.35774
C  -3.25082  -6.51145  -0.74910
O  -2.85054  -7.34268  0.04358
C  -3.82322  -6.83651  -2.04504
C  -4.22387  -5.85209  -2.86071
C  -4.09733  -4.40302  -2.47785
O  -4.46749  -3.56782  -3.28193
O  -4.75575  -6.07414  -4.05629
O  -2.63589  -4.83956  0.84766
H  -3.47357  -3.03652  -0.90363
H  -3.90729  -7.88062  -2.31080
H  -4.95163  -5.19486  -4.43251
H  -2.43201  -5.71848  1.22113
C  0.66393  3.47774  4.32413
C  0.15368  3.96746  5.46194
C  -1.26230  4.46997  5.54748
O  -1.64819  4.88254  6.62564
C  -2.07802  4.43707  4.34975
C  -1.57061  3.94764  3.20788
C  -0.15932  3.42564  3.13053
O  0.23813  2.98902  2.06379
O  -2.26772  3.89050  2.08716
O  0.84589  4.04836  6.58951
H  1.68025  3.11632  4.25282
H  -3.08886  4.81237  4.41864
H  -1.69806  3.47211  1.41506
H  0.23840  4.43519  7.24980

Atomic forces in eV per Å
0.0353 0.6399 0.3468
-0.1011 -0.0572 -0.5204
0.4926 -0.1500 0.3738
0.0544 -0.7558 -0.4214
-0.1001 0.7533 -0.5221
0.3411 -0.3716 0.9940
-0.6283 0.1002 -0.5934
0.1516 -0.2156 -0.2160
-0.5285 -0.1113 0.2471
0.9084 -0.0289 0.3601
-0.1263 0.0020 -0.2135
0.2072 0.0548 0.0303
-0.3355 -0.3461 -0.0233
-0.0246 -0.0982 -0.1640
-0.1105 -0.3673 0.1226
0.2033 -0.3735 -0.6174
-1.3476 0.9982 1.3731
0.1920 0.1976 0.3272
0.3096 -0.0623 -0.4040
0.5182 -0.6399 -0.3418
0.1047 0.0795 -0.0802
0.0839 -0.2594 -0.1334
-0.0374 -0.3151 -0.0285
-0.0870 -0.0242 0.2337
-0.0103 -0.1373 0.2488
-0.1778 -0.0013 -0.1168
-0.2061 0.1107 -0.2002
-0.2327 0.2200 -0.0651
0.1131 0.3823 0.2727
0.0154 0.0731 -0.1426
-0.1872 0.1677 -0.0863
0.1382 -0.0154 0.1610
0.1817 0.0137 0.1282
0.1040 0.0299 0.0595
0.1374 0.0424 -0.0475
0.2287 0.2190 -0.0800
0.1383 0.1491 -0.0347
-0.1357 -0.0558 -0.0893
0.0234 -0.3108 0.0240
0.0099 0.2614 -0.2960
-0.0645 0.1489 -0.1141
0.0035 0.2984 0.0312
-0.1451 -0.2481 -0.3358
0.0631 0.1085 0.1793
0.0683 -0.0849 0.1334
-0.0144 -0.3258 -0.0494
0.1306 0.2257 0.3197
-0.0772 -0.1057 -0.1553
0.0168 0.1750 0.0360
0.0011 -0.1620 -0.0330
0.0382 0.0156 0.0135
-0.0043 0.0053 -0.0245
-0.0060 0.0323 -0.0257
0.0143 -0.0355 0.0173
0.0301 -0.0796 -0.1443
0.3032 -0.1218 -0.0634
-0.3985 0.0637 -0.3055
0.1842 -0.0034 0.1646
0.0184 0.0664 0.2206
-0.2982 0.0752 0.0149
0.3255 -0.0249 0.1987
-0.5078 0.2080 0.0414
0.2725 0.0627 -0.0280
-0.1398 0.0560 0.0446
0.0028 0.0049 0.0235
-0.0139 -0.0254 -0.0359
-0.0828 -0.1397 -0.0145
-0.0361 0.0124 0.0259

These are the Löwdin partial charges, in e, on atoms 1 to 6: -0.107 -0.255 -0.173 -0.167 -0.001 -0.077

***

Record 2
The following is a quantum chemistry calculation of a 2-piece molecular cluster, C3H4FO3 overall in a non-equilibrium geometry, from the Open Molecules 2025 dataset.

Computed properties:
HOMO energy in eV: -1.81
Energy relative to the best compared isomer or geometry (same formula, charge and spin) in kJ/mol: 323.80
Maximum force in eV/A: 3.436
Electronic energy in Ha: -442.2510
HOMO-LUMO gap in hartree: 0.2102
LUMO level in eV: 3.907
Total charge: -1

Element x y z (Å)
C  -2.10101  0.82147  -0.10684
C  1.31938  0.33833  -0.61351
C  -0.09658  -0.89349  0.89638
O  -2.47904  0.25189  -1.02010
O  -2.02457  1.52080  0.83028
O  1.15523  -0.07552  0.76524
F  0.02999  -2.14492  0.03281
H  2.08669  -0.29075  -1.17437
H  1.81634  1.24815  -0.45271
H  0.43486  0.48202  -1.20524
H  -0.14129  -1.25798  2.04806

Atomic forces in eV per Å
0.6106 0.5719 3.3324
1.7686 -1.3574 1.3487
-0.6133 0.6251 0.5605
-0.6254 -1.2529 -2.7119
0.2197 0.4552 -0.3169
-1.5650 -2.0440 -1.2870
0.6679 0.8750 1.1832
-1.1870 0.2221 0.5882
0.6590 1.7751 -0.3645
-0.7325 -0.2501 0.0412
0.7974 0.3799 -2.3738

These are the Löwdin partial charges, in e, on atoms 1 to 6: -0.550 -0.168 -0.216 0.156 0.116 -0.293

***

Record 3
The following is a quantum chemistry calculation of a 2-piece molecular cluster, C2H8IN2 overall in a non-equilibrium geometry, from the Open Molecules 2025 dataset.

Computed properties:
HOMO energy in eV: -11.69
Energy relative to the best compared isomer or geometry (same formula, charge and spin) in kJ/mol: 364.96
Maximum force in eV/A: 4.695
Electronic energy in Ha: -487.8239
HOMO-LUMO gap in hartree: 0.2878
LUMO level in eV: -3.860
Total charge: +1

Element x y z (Å)
C  -0.87304  -1.66896  0.01485
C  0.04228  0.88996  0.41872
N  -1.24064  -1.29083  -1.19068
N  1.42302  1.21278  0.73639
I  -0.32100  1.51079  -1.56323
H  0.17622  -2.18058  0.25326
H  -1.41907  -1.78345  0.88592
H  -0.61630  1.27611  1.11485
H  1.86689  0.54038  1.33861
H  -2.13725  -0.90855  -1.42131
H  2.05805  1.31720  -0.08650
H  -0.53674  -1.06939  -1.88922
H  1.57758  2.15455  1.38834

Atomic forces in eV per Å
4.2135 -0.0030 -1.3680
0.3595 -2.2588 -2.0313
0.5870 -1.3199 1.1361
2.0534 3.6029 2.2014
-0.0598 0.7080 0.3210
-2.1798 1.4439 -1.4164
-2.0995 0.3033 0.9986
-1.1525 1.1493 1.1664
0.0723 -0.8722 0.2347
-0.5231 0.0416 0.3238
-0.7760 -0.0235 0.6063
-0.0315 -0.5023 0.0772
-0.4635 -2.2694 -2.2498

These are the Löwdin partial charges, in e, on atoms 1 to 6: 0.029 -0.699 -0.013 -0.044 0.926 0.144

***

Record 4
The following is a quantum chemistry calculation of C4H7NO as an isolated structure, from the Open Molecules 2025 dataset.

Computed properties:
HOMO energy in eV: -8.60
Energy relative to the best compared isomer or geometry (same formula, charge and spin) in kJ/mol: 520.29
Maximum force in eV/A: 0.932
Electronic energy in Ha: -286.4335
HOMO-LUMO gap in hartree: 0.3254
LUMO level in eV: 0.258

Element x y z (Å)
C  1.80666  0.45837  -0.35135
N  0.37024  0.50748  -0.64522
C  -0.46977  1.02549  0.41272
C  -0.42066  -0.45738  0.11099
C  -1.51352  -1.20272  -0.40628
O  -2.00685  -1.90877  0.54221
H  2.24827  1.43817  -0.57771
H  2.26827  -0.29667  -1.00023
H  2.02513  0.19558  0.69966
H  -0.01396  1.33273  1.36087
H  -1.32152  1.63046  0.09127
H  -1.04663  -1.42912  1.18245
H  -1.92566  -1.29362  -1.41940

Atomic forces in eV per Å
0.0322 0.0074 -0.0350
0.0199 -0.2172 0.3378
-0.1511 0.0063 0.0830
-0.2309 0.0924 -0.1769
0.0242 -0.0223 0.2755
0.7011 0.6078 -0.0839
-0.0968 -0.2504 0.0490
-0.0982 0.2050 0.1667
-0.1359 0.0758 -0.2543
-0.0682 -0.1017 -0.3309
0.2643 -0.1692 0.0666
-0.3943 -0.2664 -0.3797
0.1336 0.0326 0.2820

These are the Löwdin partial charges, in e, on atoms 1 to 6: -0.108 -0.140 -0.118 -0.283 -0.161 -0.003

***

Record 5
The following is a quantum chemistry calculation of one molecule with the formula C5H7NO2 in a non-equilibrium geometry, from the Open Molecules 2025 dataset.

Computed properties:
HOMO energy in eV: -9.11
Energy relative to the best compared isomer or geometry (same formula, charge and spin) in kJ/mol: 682.82
SMILES: C1=NO[C@@H]2C[C@H]2OC1
Maximum force in eV/A: 6.366
Electronic energy in Ha: -399.7055
HOMO-LUMO gap in hartree: 0.3656
LUMO level in eV: 0.840

Element x y z (Å)
C  1.01773  1.39914  0.12014
C  -1.04056  0.58073  -0.42146
C  -2.15284  -0.39128  0.12784
C  -0.66886  -0.60752  0.33674
C  1.68436  0.02176  -0.09572
H  1.70723  1.97875  -0.38801
H  1.18291  1.29056  1.27923
H  -0.94268  0.57388  -1.59747
H  -2.57395  -0.16873  1.01701
H  -2.59946  -0.64155  -0.92338
H  -0.55614  -0.71761  1.41235
H  2.80507  0.11338  -0.08106
N  1.34969  -1.20608  -0.01942
O  -0.39729  1.73668  0.02718
O  0.20857  -1.73707  -0.15068

Atomic forces in eV per Å
-0.9985 -2.3983 4.0948
1.6320 -0.4250 -1.6060
2.2161 0.5572 -5.7943
-1.8365 -3.7446 -0.7189
-0.2883 -0.7198 -0.0088
0.6240 2.3318 -0.7195
0.1793 1.5020 -1.8310
-0.4472 -0.6325 2.3917
-2.2957 0.4612 2.2652
0.0141 -0.2077 2.8746
0.5379 1.2700 -0.0850
-1.1771 0.2181 0.1159
6.2493 0.2341 -1.1927
0.9743 -0.0384 -0.2908
-5.3837 1.5917 0.5049

These are the Löwdin partial charges, in e, on atoms 1 to 6: -0.137 -0.275 0.045 -0.246 -0.138 0.083

***

Record 6
The following is a quantum chemistry calculation of one molecule with the formula C3H4BrCl in a non-equilibrium geometry, from the Open Molecules 2025 dataset.

Computed properties:
HOMO energy in eV: -9.23
Energy relative to the best compared isomer or geometry (same formula, charge and spin) in kJ/mol: 55.56
SMILES: C/C(Cl)=C/Br
Maximum force in eV/A: 2.731
Electronic energy in Ha: -3150.8729
HOMO-LUMO gap in hartree: 0.3701
LUMO level in eV: 0.843

Element x y z (Å)
C  -2.03609  -0.57930  0.00890
C  -1.28957  0.51122  0.08571
C  0.21892  0.47161  -0.00380
Cl  -1.84480  2.19747  -0.00771
Br  -3.86238  -0.42763  -0.01158
H  -1.61357  -1.64845  0.18938
H  0.35903  1.00462  -1.05751
H  0.67570  -0.59411  0.04340
H  0.52818  1.04113  0.86361

Atomic forces in eV per Å
0.8601 -1.2281 1.1283
1.0545 -0.1856 -0.7298
-0.3696 -0.4595 -1.6399
-0.1019 -1.2048 0.1454
-1.3121 -0.3041 -0.0965
-0.6903 2.2567 -0.6611
0.6555 -1.0894 2.4175
-0.9460 1.8560 -0.2850
0.8498 0.3588 -0.2789

These are the Löwdin partial charges, in e, on atoms 1 to 6: -0.695 -0.847 -0.152 0.609 0.702 0.106